1.
Entry from OMol25: an isolated molecule of C3H8N2O (ωB97M-V/def2-TZVPD).

Its SMILES is CC(=O)NCN. The total charge is 0. The energy above the lowest of the compared OMol25 structures with the same formula, charge and spin comes out at 109.8 kJ/mol.

The geometry in XYZ format:
```
14
Properties=species:S:1:pos:R:3:lowdin_charge:R:1
C 0.121 1.992 -1.111 -0.01
C -0.384 0.609 -0.758 -0.54
O -0.784 -0.125 -1.625 0.07
N -0.179 0.243 0.576 0.04
C -0.019 -1.203 0.870 -0.29
N 1.139 -1.433 1.645 0.01
H -0.235 2.117 -2.133 0.08
H -0.337 2.751 -0.472 0.08
H 1.192 2.163 -1.072 0.08
H -0.686 0.762 1.278 0.13
H -0.947 -1.542 1.317 0.12
H 0.056 -1.672 -0.108 0.10
H 1.110 -2.019 2.457 0.06
H 2.018 -1.045 1.358 0.07
```

***

2.
Entry from OMol25: a structure of composition C37H41GdN3O8S (ωB97M-V/def2-TZVPD).

The total charge is -1. As for the expectation value of S²: 16.03. The spin multiplicity is 8. The energy above the lowest of the compared OMol25 structures with the same formula, charge and spin comes out at 0.0 kJ/mol.

The geometry in XYZ format:
```
91
Properties=species:S:1:pos:R:3:lowdin_charge:R:1
Gd 0.923 0.615 -0.476 1.63
O -1.793 1.611 -3.113 0.01
C -0.486 1.487 -2.612 -0.77
O -0.234 0.208 -2.233 -0.30
C 0.521 1.729 -3.783 -0.06
O 1.905 1.496 -3.298 -0.18
C 2.667 2.643 -2.969 -0.11
C 3.480 2.281 -1.715 -0.62
O 4.610 2.665 -1.603 0.07
O 2.807 1.638 -0.822 -0.21
H -2.319 1.894 -2.325 0.12
H 0.337 2.643 -4.353 0.12
H 0.303 0.915 -4.472 0.12
H 1.969 3.466 -2.740 0.13
H 3.286 2.953 -3.837 0.13
C -1.904 -2.322 -1.677 -0.02
C -2.331 -2.316 -0.215 -0.18
C -3.664 -2.286 0.171 -0.06
C -4.003 -2.440 1.498 -0.11
C -3.040 -2.496 2.508 -0.04
C -1.653 -2.438 2.177 -0.19
C -0.572 -2.542 3.196 -0.04
C -1.323 -2.324 0.801 -0.18
N 0.016 -2.108 0.336 0.14
C 0.682 -3.165 0.086 -0.25
C 0.280 -4.618 0.177 -0.01
C 2.058 -2.822 -0.463 -0.22
C 3.061 -3.893 -0.643 0.00
N 2.203 -1.593 -0.851 0.08
C 3.484 -1.273 -1.348 -0.25
C 3.755 -1.311 -2.726 -0.19
C 2.537 -1.564 -3.571 -0.02
C 4.966 -0.846 -3.233 -0.06
C 5.919 -0.449 -2.373 -0.09
C 5.637 -0.404 -1.002 -0.05
C 4.436 -0.749 -0.456 -0.25
C 4.208 -0.667 0.987 -0.02
H -2.743 -2.365 -2.422 0.10
H -1.315 -3.205 -1.823 0.06
H -1.347 -1.469 -2.016 0.04
H -4.471 -2.100 -0.510 0.10
H -5.048 -2.408 1.757 0.09
H -3.365 -2.586 3.562 0.11
H -0.792 -2.701 4.253 0.09
H 0.069 -1.716 3.186 0.03
H -0.063 -3.459 2.945 0.07
H -0.823 -4.814 0.352 0.11
H 0.881 -5.118 0.931 0.08
H 0.558 -5.141 -0.785 0.10
H 3.144 -4.487 0.302 0.11
H 4.025 -3.492 -0.866 0.08
H 2.776 -4.569 -1.412 0.08
H 1.800 -0.761 -3.415 0.07
H 2.051 -2.460 -3.275 0.06
H 2.865 -1.713 -4.573 0.07
H 5.195 -0.802 -4.293 0.11
H 6.929 -0.139 -2.766 0.12
H 6.435 -0.001 -0.349 0.12
H 5.056 -0.261 1.507 0.09
H 3.920 -1.609 1.495 0.10
H 3.314 -0.079 1.119 0.06
N -0.337 2.291 -1.417 -0.05
C -0.856 3.562 -1.272 -0.29
C -1.394 4.365 -2.275 -0.05
C -1.804 5.645 -2.000 -0.13
C -1.644 6.211 -0.749 -0.14
C -1.182 5.404 0.272 -0.12
C -0.810 4.118 0.032 -0.04
H -1.489 3.983 -3.310 0.11
H -2.290 6.215 -2.745 0.08
H -2.001 7.226 -0.627 0.08
H -1.097 5.813 1.313 0.12
H -0.430 3.513 0.831 0.09
C -6.075 0.585 4.197 -0.06
C -4.609 0.816 3.981 -0.28
C -3.637 0.359 4.877 -0.07
C -2.307 0.461 4.613 -0.07
C -1.866 1.053 3.415 -0.22
C -2.798 1.511 2.538 -0.07
C -4.140 1.425 2.813 -0.05
S -0.037 1.112 3.144 0.50
O 0.209 0.737 1.709 -0.52
O 0.368 2.479 3.357 -0.31
O 0.504 0.120 4.065 -0.35
H -6.490 0.203 3.270 0.06
H -6.687 1.460 4.464 0.08
H -6.140 -0.257 4.951 0.09
H -3.932 -0.202 5.784 0.12
H -1.601 0.037 5.330 0.11
H -2.439 1.931 1.580 0.13
H -4.768 1.660 1.931 0.13
```

***

3.
Entry from OMol25: a cluster of 4 separate species, C29H63BClF4NO17P2S in total (ωB97M-V/def2-TZVPD).

Its SMILES is CCCOC[C@H](O[C@@](O)(P(O)Cl)[C@@](CCCF)(B(O)O)N(CCCCOC(C)=O)S(=O)(=O)C(F)(F)F)[PH2]=O.COCCOC.COCCOC.COCCOC. The total charge is 0. The energy above the lowest of the compared OMol25 structures with the same formula, charge and spin comes out at 0.0 kJ/mol.

The geometry in XYZ format:
```
119
Properties=species:S:1:pos:R:3:lowdin_charge:R:1
C -5.653 -0.189 0.287 -0.10
C -5.279 -1.653 0.002 -0.21
C -4.574 -1.864 -1.339 -0.22
O -3.216 -2.202 -1.095 -0.14
C -2.385 -1.941 -2.209 -0.20
C -1.066 -2.712 -2.107 -0.39
O 0.047 -1.899 -1.708 -0.17
C 0.318 -1.813 -0.321 -0.57
O -0.855 -1.857 0.392 0.01
P 1.351 -3.368 0.270 0.68
O 0.154 -4.276 0.889 -0.32
Cl 1.602 -4.416 -1.455 0.39
C 1.201 -0.499 -0.139 -0.22
C 1.168 0.064 1.312 -0.13
C 1.190 -0.915 2.488 -0.16
C 1.559 -0.163 3.769 -0.17
F 0.886 -0.717 4.861 -0.06
B 2.719 -0.997 -0.394 -0.76
O 3.610 -0.962 0.661 0.13
O 3.098 -1.369 -1.654 0.17
N 0.856 0.549 -1.141 -0.13
C 1.941 1.298 -1.790 -0.16
C 2.864 2.082 -0.848 -0.17
C 3.535 3.254 -1.561 -0.14
C 4.180 4.280 -0.602 -0.14
O 3.975 3.921 0.772 -0.06
C 3.805 4.972 1.632 -0.51
C 4.772 4.955 2.775 0.03
O 2.946 5.799 1.462 0.13
S -0.555 1.349 -1.081 0.73
O -1.446 0.750 -0.133 -0.24
O -1.003 1.651 -2.412 -0.24
C -0.307 3.054 -0.356 -0.67
F 0.227 3.009 0.857 0.14
F 0.421 3.851 -1.118 0.17
F -1.532 3.536 -0.267 0.15
P -0.626 -3.343 -3.777 0.73
O -1.054 -4.739 -4.037 -0.42
H -6.679 0.021 -0.024 0.07
H -5.604 0.044 1.353 0.06
H -4.975 0.492 -0.229 0.06
H -4.634 -2.030 0.797 0.11
H -6.185 -2.264 0.039 0.10
H -4.639 -0.947 -1.934 0.12
H -5.046 -2.688 -1.890 0.12
H -2.161 -0.874 -2.261 0.12
H -2.924 -2.239 -3.120 0.11
H -1.203 -3.604 -1.492 0.12
H -0.988 -1.077 0.938 0.09
H 0.084 -4.126 1.839 0.06
H 2.059 0.688 1.424 0.11
H 0.319 0.729 1.456 0.10
H 0.221 -1.379 2.683 0.12
H 1.926 -1.704 2.344 0.08
H 2.628 -0.250 3.979 0.12
H 1.298 0.896 3.705 0.12
H 4.173 -1.746 0.655 0.13
H 4.045 -1.547 -1.706 0.13
H 2.511 0.638 -2.441 0.13
H 1.470 2.001 -2.484 0.12
H 2.351 2.382 0.059 0.09
H 3.666 1.408 -0.518 0.12
H 2.849 3.756 -2.243 0.11
H 4.334 2.843 -2.186 0.12
H 5.257 4.346 -0.777 0.13
H 3.759 5.268 -0.789 0.12
H 4.433 5.664 3.526 0.09
H 4.823 3.954 3.202 0.06
H 5.757 5.232 2.400 0.10
H -1.176 -2.394 -4.660 0.03
H 0.755 -3.118 -3.891 0.00
C -3.561 -6.003 -5.180 -0.12
O -4.699 -6.614 -5.775 -0.19
C -5.857 -5.804 -5.744 -0.21
C -6.113 -5.132 -7.075 -0.21
O -5.105 -4.189 -7.398 -0.19
C -4.148 -4.676 -8.319 -0.11
H -2.693 -6.612 -5.416 0.09
H -3.398 -4.996 -5.567 0.07
H -3.668 -5.957 -4.092 0.09
H -5.778 -5.047 -4.956 0.12
H -6.708 -6.451 -5.508 0.12
H -7.063 -4.590 -7.024 0.12
H -6.197 -5.889 -7.861 0.12
H -4.580 -4.755 -9.324 0.09
H -3.758 -5.650 -8.017 0.08
H -3.329 -3.959 -8.346 0.09
C -5.881 3.829 3.382 -0.11
O -5.111 2.838 2.731 -0.19
C -3.970 3.352 2.061 -0.20
C -2.704 3.130 2.855 -0.20
O -2.691 3.868 4.067 -0.18
C -3.008 3.091 5.206 -0.11
H -6.607 3.317 4.011 0.09
H -5.261 4.476 4.008 0.08
H -6.420 4.445 2.653 0.09
H -4.096 4.418 1.849 0.13
H -3.884 2.822 1.108 0.12
H -1.850 3.463 2.263 0.10
H -2.581 2.060 3.058 0.13
H -2.186 2.411 5.457 0.09
H -3.920 2.509 5.055 0.08
H -3.158 3.779 6.037 0.09
C 8.167 2.514 3.900 -0.11
O 8.255 1.112 3.726 -0.19
C 7.598 0.370 4.740 -0.20
C 6.252 -0.139 4.280 -0.20
O 5.339 0.919 4.041 -0.19
C 5.193 1.242 2.668 -0.09
H 8.531 2.978 2.985 0.09
H 7.138 2.834 4.079 0.07
H 8.796 2.843 4.735 0.09
H 7.478 0.976 5.644 0.13
H 8.234 -0.485 4.987 0.13
H 5.825 -0.773 5.063 0.13
H 6.375 -0.749 3.379 0.13
H 4.629 0.465 2.147 0.07
H 6.161 1.380 2.180 0.10
H 4.635 2.176 2.611 0.06
```